(1)
C4H6O | ωB97M-V/def2-TZVPD

- Lowest unoccupied orbital energy: 0.95 eV
- Electronic energy: -231.164453 a.u.
- Gap between HOMO and LUMO: 10.7016 eV
- Relative energy (zero: lowest compared OMol25 entry of this formula, charge and spin): 37.2 kcal per mole
- M: 70.09 g/mol
- Structure (SMILES): C=C1C[C@H]1O
- HOMO: -9.75 eV

```
! wB97M-V def2-TZVPD RIJCOSX def2/J DEFGRID3
* xyz 0 1
C 1.617 -0.383 -0.622
C 0.355 -0.119 -0.344
C -0.806 -0.818 0.230
C -0.849 0.675 -0.082
O -0.905 1.627 0.935
H 1.909 -1.415 -0.456
H 2.362 0.318 -0.990
H -1.361 -1.509 -0.401
H -0.722 -1.110 1.275
H -1.481 0.978 -0.913
H -0.105 1.540 1.469
*
```

=====

(2)
C4H4N2O | ωB97M-V/def2-TZVPD

- Lowest unoccupied orbital energy: 0.43 eV
- Electronic energy: -339.355624 a.u.
- Gap between HOMO and LUMO: 9.5901 eV
- Relative energy (zero: lowest compared OMol25 entry of this formula, charge and spin): 141.8 kcal per mole
- M: 96.09 g/mol
- HOMO: -9.16 eV

```
! wB97M-V def2-TZVPD RIJCOSX def2/J DEFGRID3
* xyz 0 1
C 2.771 -0.613 3.211
C 1.996 0.788 0.978
C 0.890 0.288 1.458
C -0.847 -0.229 0.057
N 3.365 -1.479 3.656
N 1.800 0.759 2.428
O -0.325 -0.166 1.381
H 2.753 0.981 0.266
H -0.332 -0.993 -0.529
H -0.740 0.740 -0.437
H -1.898 -0.481 0.163
*
```

=====

(3)
C9H12N4O | ωB97M-V/def2-TZVPD

- Lowest unoccupied orbital energy: 0.05 eV
- Electronic energy: -644.143673 a.u.
- Gap between HOMO and LUMO: 7.7841 eV
- Relative energy (zero: lowest compared OMol25 entry of this formula, charge and spin): 167.9 kcal per mole
- M: 192.22 g/mol
- HOMO: -7.73 eV

```
! wB97M-V def2-TZVPD RIJCOSX def2/J DEFGRID3
* xyz 0 1
C 2.907 0.435 1.000
C 1.735 0.742 1.612
C 2.965 0.556 -0.374
C 0.618 1.226 0.889
C 2.007 1.270 -1.070
C 0.788 1.623 -0.424
C -0.321 2.200 -1.166
C -3.321 0.136 1.037
C -0.332 -2.027 -1.038
N -1.513 2.500 -0.825
N -2.299 1.905 0.006
N -1.150 -0.104 0.022
N -2.215 0.640 0.285
O -1.381 -1.430 -0.330
H 3.803 0.122 1.432
H 1.668 0.637 2.640
H 3.904 0.462 -0.929
H -0.051 1.692 1.485
H 2.125 1.281 -2.141
H 0.057 2.920 -1.941
H -4.256 0.253 0.446
H -3.266 -0.984 1.177
H -3.532 0.615 1.949
H 0.714 -2.162 -0.676
H -0.134 -1.408 -1.908
H -0.788 -2.953 -1.248
*
```

=====

(4)
C12H9HgIO3 | ωB97M-V/def2-TZVPD

- Lowest unoccupied orbital energy: -12.96 eV
- Electronic energy: -1138.231789 a.u.
- Gap between HOMO and LUMO: 1.9046 eV
- M: 528.69 g/mol
- HOMO: -14.86 eV

```
! wB97M-V def2-TZVPD RIJCOSX def2/J DEFGRID3
* xyz 2 1
C 3.308 -3.021 -0.676
C 3.336 -1.873 -1.338
C 3.488 -0.324 -1.809
C 2.284 0.472 -1.081
C 2.265 0.644 0.380
I 3.787 -0.058 1.742
C 0.968 1.424 0.993
O 1.051 2.272 1.930
C -0.439 1.048 0.256
C -1.759 0.821 1.139
C -2.741 -0.352 0.311
C -4.190 -0.732 1.114
O -4.076 0.160 -0.214
C -0.415 0.897 -1.194
C 1.034 1.122 -1.905
O 1.204 1.769 -2.975
H 3.072 -3.944 -0.016
H 4.534 0.071 -1.554
H 3.311 -0.349 -2.959
H -2.417 1.754 1.259
H -1.562 0.238 2.108
H -2.170 -1.249 -0.272
H -4.087 -1.852 0.893
H -3.872 -0.171 2.088
H -1.347 0.631 -1.812
Hg -4.413 0.446 3.571
*
```

=====

(5)
C4H8O | ωB97M-V/def2-TZVPD

- Lowest unoccupied orbital energy: 1.17 eV
- Electronic energy: -232.405726 a.u.
- Gap between HOMO and LUMO: 11.2222 eV
- Relative energy (zero: lowest compared OMol25 entry of this formula, charge and spin): 25.0 kcal per mole
- M: 72.11 g/mol
- Structure (SMILES): C[C@@H]1O[C@@H]1C
- HOMO: -10.06 eV

```
! wB97M-V def2-TZVPD RIJCOSX def2/J DEFGRID3
* xyz 0 1
C 0.630 -1.489 -0.349
C 0.783 -0.035 -0.711
O 1.286 0.829 0.298
C -0.049 1.041 -0.155
C -1.167 0.827 0.843
H 1.610 -1.977 -0.358
H -0.009 -2.004 -1.075
H 0.202 -1.612 0.650
H 1.223 0.142 -1.696
H -0.142 1.940 -0.767
H -1.683 -0.127 0.699
H -0.769 0.845 1.862
H -1.914 1.621 0.759
*
```